Version 1
3 unconnected molecules or ions with the total composition C5H17NO4, computed with the ωB97M-V functional and the def2-TZVPD basis.

As for the LUMO energy: 0.28 eV. For the orbital gap, the calculation gives 0.340 Ha. The calculation puts the HOMO energy at -9.0 eV.

Structure (ORCA input):
```
! RIJCOSX wB97M-V def2-TZVPD def2/J DEFGRID3
* xyz 0 1
O -2.007 1.294 2.156
C -2.555 0.095 1.653
C -1.763 -0.373 0.369
C -1.133 0.802 -0.374
N -0.453 0.268 -1.561
C 0.629 -0.694 -1.344
C 1.125 -1.292 -2.698
O 2.079 -2.308 -2.405
H -2.136 2.020 1.537
H -3.600 0.275 1.430
H -2.605 -0.669 2.458
H -2.435 -0.865 -0.339
H -0.951 -0.963 0.838
H -0.385 1.313 0.246
H -2.031 1.366 -0.679
H -0.089 1.032 -2.118
H 0.122 -1.612 -0.964
H 1.341 -0.501 -0.535
H 1.596 -0.514 -3.279
H 0.357 -1.863 -3.183
H 2.897 -2.068 -1.973
O 1.872 -0.346 1.973
H 2.318 -1.100 1.586
H 1.543 -0.668 2.810
O 2.164 2.896 1.375
H 2.255 2.337 2.159
H 1.847 2.138 0.862
*
```

Version 2
5 unconnected molecules or ions with the total composition C5H17NO4, computed with the ωB97M-V functional and the def2-TZVPD basis.

As for the LUMO energy: 0.40 eV. For the orbital gap, the calculation gives 0.290 Ha. The calculation puts the HOMO energy at -7.5 eV.

Structure (ORCA input):
```
! RIJCOSX wB97M-V def2-TZVPD def2/J DEFGRID3
* xyz 0 1
C 1.572 1.138 1.734
C 0.531 0.810 2.512
C -0.944 1.003 2.309
N -1.219 0.236 1.052
C -2.318 0.455 0.248
C -2.343 0.178 -1.054
H 2.516 0.615 1.858
H 1.454 1.823 0.922
H 0.746 0.531 3.542
H -1.593 0.413 3.014
H -1.473 1.967 2.438
H -0.674 -0.621 1.031
H -3.018 0.956 0.903
H -1.581 -0.490 -1.466
H -3.183 0.562 -1.614
O -0.083 -2.600 -2.906
H 0.554 -2.171 -2.274
H -0.332 -1.913 -3.519
O 2.537 1.761 -1.841
H 3.417 1.402 -1.576
H 2.136 2.260 -1.069
O 0.812 -0.268 -2.158
H -0.078 0.083 -2.259
H 1.441 0.503 -2.269
O 0.337 -2.579 0.862
H 0.171 -2.920 -0.012
H 0.613 -3.133 1.591
*
```

Energies relative to the most stable structure are version 1 0.0; version 2 31.1, reported in kcal/mol.